{"formula": "C16H23N3O3S", "method": "ωB97M-V with the def2-TZVPD basis set", "elements": ["C", "O", "C", "C", "C", "N", "C", "S", "N", "C", "N", "C", "C", "C", "O", "C", "C", "C", "C", "C", "C", "O", "C", "H", "H", "H", "H", "H", "H", "H", "H", "H", "H", "H", "H", "H", "H", "H", "H", "H", "H", "H", "H", "H", "H", "H"], "coordinates": [[-5.63662, -0.54136, 1.63943], [-4.99091, 0.51133, 0.96357], [-3.73438, 0.31422, 0.47519], [-3.05696, -0.88633, 0.60555], [-1.77584, -1.06163, 0.08346], [-1.11230, -2.24648, 0.21053], [0.15450, -2.44832, -0.30198], [0.86044, -3.92133, -0.08448], [0.76498, -1.44886, -0.94331], [0.19145, -0.28144, -1.09974], [0.86624, 0.66002, -1.77831], [2.23498, 0.48460, -2.19832], [3.22382, 1.19741, -1.27438], [3.16019, 0.65148, 0.15864], [4.04119, 1.30374, 1.03590], [5.41508, 0.93290, 0.94693], [5.86463, 0.39829, 2.30694], [6.24905, 2.14612, 0.53420], [-1.14286, -0.00416, -0.59272], [-1.82942, 1.20206, -0.71324], [-3.10178, 1.38938, -0.19852], [-3.60794, 2.63410, -0.42546], [-4.84269, 3.04821, 0.11607], [-5.77968, -1.40948, 0.98895], [-5.08731, -0.84030, 2.53728], [-6.60864, -0.14455, 1.92813], [-3.51313, -1.71992, 1.11459], [-1.53827, -3.02632, 0.69380], [0.49181, 1.59469, -1.80108], [2.42588, -0.58948, -2.19344], [2.33771, 0.87084, -3.21691], [3.01714, 2.27032, -1.25119], [4.22956, 1.05595, -1.67315], [3.33910, -0.43228, 0.14698], [2.16490, 0.82748, 0.57702], [5.53203, 0.13856, 0.19662], [5.26552, -0.46555, 2.58370], [5.73155, 1.16742, 3.06291], [6.91092, 0.10711, 2.27213], [5.93153, 2.51718, -0.43716], [6.11905, 2.94011, 1.26469], [7.30102, 1.87835, 0.48308], [-1.39719, 2.04874, -1.22237], [-5.67743, 2.47237, -0.28812], [-4.84950, 2.98205, 1.20594], [-4.94297, 4.09124, -0.18389]], "homo_ev": -7.47, "orbital_gap_ev": 7.7, "spin_multiplicity": 1, "lumo_energy_ha": 0.0071}

{"formula": "C16H23N3O4S", "method": "ωB97M-V with the def2-TZVPD basis set", "elements": ["C", "N", "C", "S", "O", "O", "N", "C", "C", "C", "C", "C", "C", "N", "C", "O", "C", "C", "C", "C", "O", "C", "C", "C", "H", "H", "H", "H", "H", "H", "H", "H", "H", "H", "H", "H", "H", "H", "H", "H", "H", "H", "H", "H", "H", "H", "H"], "coordinates": [[-5.68052, -1.51195, 0.38888], [-4.48486, -1.73703, -0.38506], [-3.68002, -2.85940, 0.03002], [-3.68072, -0.33738, -0.77591], [-2.50174, -0.70562, -1.49494], [-4.63631, 0.51930, -1.40405], [-3.29693, 0.32549, 0.73259], [-3.55813, 1.74973, 0.82597], [-2.65245, 2.54023, -0.11495], [-1.22181, 2.09280, -0.00489], [-0.20195, 2.87751, -0.53336], [1.11507, 2.47569, -0.46817], [1.44332, 1.26353, 0.13682], [2.78962, 0.89293, 0.18114], [3.36360, -0.20447, 0.72179], [2.79786, -1.10179, 1.30904], [4.89572, -0.19590, 0.53645], [5.42769, -1.61544, 0.25699], [6.07618, -1.49541, -1.12628], [5.44509, -0.21559, -1.67453], [5.29091, 0.62793, -0.54867], [0.43273, 0.47206, 0.66412], [-0.89122, 0.88020, 0.59005], [-1.95855, -0.00692, 1.17541], [-6.33233, -2.38147, 0.30625], [-6.17712, -0.64388, -0.03539], [-5.45378, -1.32372, 1.44492], [-2.76692, -2.83837, -0.55921], [-3.43830, -2.82369, 1.09916], [-4.22120, -3.78334, -0.17958], [-3.39509, 2.04483, 1.86690], [-4.60495, 1.90521, 0.56581], [-2.99589, 2.36577, -1.13919], [-2.73228, 3.60972, 0.09267], [-0.45145, 3.81724, -1.00433], [1.89538, 3.09565, -0.88638], [3.43897, 1.51831, -0.28656], [5.32478, 0.23998, 1.44618], [4.59263, -2.31595, 0.25700], [6.13934, -1.93332, 1.01517], [7.15415, -1.36385, -1.03230], [5.87846, -2.35477, -1.76170], [4.46490, -0.43075, -2.12422], [6.06769, 0.31134, -2.39755], [0.68207, -0.46811, 1.12751], [-1.94083, 0.06348, 2.27131], [-1.76082, -1.04083, 0.89508]], "homo_ev": -8.27, "orbital_gap_ev": 9.0, "spin_multiplicity": 1, "lumo_energy_ha": 0.0283}

{"formula": "C16H24BClCrN10", "method": "ωB97M-V with the def2-TZVPD basis set", "elements": ["Cr", "C", "C", "N", "N", "C", "B", "N", "C", "C", "C", "N", "N", "C", "C", "C", "N", "N", "C", "C", "C", "N", "H", "H", "H", "H", "H", "H", "H", "H", "H", "H", "H", "H", "C", "C", "C", "C", "N", "N", "H", "H", "H", "H", "H", "H", "H", "H", "H", "H", "H", "H", "Cl"], "coordinates": [[-0.18094, -0.85348, -0.26241], [0.02164, -1.06232, 3.80398], [-0.61048, -1.38126, 2.62444], [-0.01651, -0.71832, 1.60604], [0.99798, 0.00972, 2.12524], [1.03941, -0.17929, 3.44058], [1.97911, 0.81234, 1.19230], [1.07168, 1.68077, 0.25859], [1.18730, 2.97029, -0.05463], [0.26650, 3.26959, -1.05249], [-0.38133, 2.08018, -1.29545], [0.09731, 1.10959, -0.48894], [2.63613, -0.22681, 0.25951], [3.89914, -0.53679, -0.06292], [3.87458, -1.52897, -1.02950], [2.53381, -1.78869, -1.24521], [1.77956, -0.99432, -0.47082], [2.88193, 1.65916, 2.00045], [2.54577, 2.64097, 2.88489], [3.70313, 3.15467, 3.40900], [4.72751, 2.42008, 2.78109], [4.23136, 1.53703, 1.95048], [-0.20913, -1.42015, 4.78940], [-1.42670, -2.05752, 2.44129], [1.78477, 0.31676, 4.03703], [1.91771, 3.58600, 0.43844], [0.10912, 4.21664, -1.53227], [-1.14469, 1.89097, -2.02705], [4.70858, -0.02621, 0.42639], [4.71853, -2.00028, -1.49582], [2.07323, -2.49985, -1.90757], [1.51664, 2.89689, 3.07225], [3.80218, 3.94078, 4.13305], [5.79166, 2.50542, 2.90753], [-3.58405, -2.75384, -1.71232], [-3.42599, -1.35999, -2.30584], [-3.15663, -1.44231, -3.80268], [-4.62887, -0.47551, -2.00608], [-2.18346, -0.72668, -1.73024], [-2.17954, -0.50593, -0.32964], [-4.38815, -3.27322, -2.22995], [-3.87799, -2.73979, -0.65869], [-2.67666, -3.33932, -1.82927], [-4.02181, -1.86385, -4.30847], [-2.29445, -2.07141, -4.01170], [-2.98402, -0.45332, -4.22856], [-5.51560, -0.90146, -2.47074], [-4.50065, 0.52920, -2.40994], [-4.83854, -0.40663, -0.93847], [-2.04627, 0.17491, -2.17922], [-2.67976, -1.27429, 0.12464], [-2.58193, 0.38033, -0.01241], [-0.36208, -2.92048, -0.61730]], "charge": 2, "homo_ev": [-14.70, -14.70], "orbital_gap_ev": [4.2, 6.2], "spin_multiplicity": 3, "lumo_energy_ha": [-0.3866, -0.3107]}